{
  "formula": "C28H36F3N4P2SZn",
  "method": "wB97M-V/def2-TZVPD",
  "total_charge": 1,
  "relative_energy_kj_mol": 393.37,
  "lumo_energy_ev": -2.6,
  "homo_ev": -10.6,
  "symbols": ["Zn", "C", "P", "C", "N", "C", "C", "C", "C", "C", "C", "N", "C", "P", "C", "C", "C", "C", "C", "C", "C", "C", "C", "H", "H", "H", "H", "H", "H", "H", "H", "H", "H", "H", "H", "H", "H", "H", "H", "H", "H", "H", "H", "H", "H", "H", "H", "H", "H", "H", "H", "N", "C", "N", "S", "H", "H", "H", "H", "F", "C", "F", "F", "C", "C", "C", "C", "C", "C", "C", "C", "H", "H", "H", "H"],
  "positions_angstrom": [[0.44, -4.84, -3.81], [2.76, -0.17, -2.62], [1.77, -0.83, -1.26], [1.30, 0.47, -0.07], [1.60, 0.78, 1.11], [0.74, 1.63, 1.85], [1.39, 2.54, 2.69], [0.68, 3.43, 3.47], [-0.71, 3.39, 3.47], [-1.37, 2.44, 2.70], [-0.66, 1.58, 1.86], [-1.46, 0.64, 1.16], [-1.17, 0.35, -0.02], [-1.55, -0.98, -1.22], [-2.65, -0.35, -2.51], [-2.39, -2.48, -0.56], [-3.12, -3.24, -1.67], [-3.42, -1.91, 0.44], [-1.42, -3.40, 0.17], [2.75, -2.23, -0.58], [3.89, -1.53, 0.19], [1.93, -3.04, 0.41], [3.36, -3.10, -1.68], [3.79, 0.04, -2.32], [2.28, 0.72, -3.00], [2.76, -0.92, -3.41], [2.47, 2.52, 2.71], [1.21, 4.15, 4.09], [-1.28, 4.07, 4.09], [-2.45, 2.36, 2.72], [-3.67, -0.23, -2.16], [-2.62, -1.07, -3.33], [-2.26, 0.59, -2.87], [-3.94, -2.67, -2.10], [-3.54, -4.15, -1.24], [-2.45, -3.54, -2.48], [-4.11, -1.20, -0.02], [-2.93, -1.43, 1.29], [-4.01, -2.75, 0.82], [-0.77, -3.91, -0.54], [-2.00, -4.16, 0.70], [-0.82, -2.86, 0.91], [3.50, -0.88, 0.98], [4.55, -0.96, -0.46], [4.49, -2.31, 0.67], [1.54, -2.42, 1.22], [2.58, -3.80, 0.86], [1.11, -3.56, -0.08], [4.07, -2.54, -2.28], [2.63, -3.55, -2.37], [3.90, -3.91, -1.21], [-0.63, -2.29, 5.90], [-0.44, -1.45, 4.86], [-0.60, -0.14, 5.11], [-0.01, -2.03, 3.34], [-0.81, -1.96, 6.83], [-0.47, -3.27, 5.75], [-0.88, 0.21, 6.01], [-0.47, 0.51, 4.35], [0.80, 6.75, -3.10], [-0.30, 6.00, -3.32], [-1.36, 6.70, -2.88], [-0.43, 5.87, -4.65], [-0.21, 4.66, -2.64], [-1.37, 3.98, -2.31], [-1.28, 2.73, -1.73], [-0.05, 2.13, -1.49], [1.11, 2.84, -1.79], [1.03, 4.10, -2.37], [0.03, 0.76, -0.86], [0.09, -0.63, -1.69], [-2.33, 4.44, -2.48], [-2.20, 2.23, -1.43], [2.08, 2.44, -1.54], [1.94, 4.65, -2.60]]
}